C2H2Cl2F2 as an isolated structure, computed with ωB97M-V with the def2-TZVPD basis set.

E = -1197.45472 a.u.
Relative energy (zero: lowest compared OMol25 entry of this formula, charge and spin) = 42.1 kcal per mole
Orbital gap = 11.90 eV
HOMO energy = -11.59 eV

Geometry as ORCA input:
```
! RIJCOSX wB97M-V def2-TZVPD def2/J DEFGRID3
* xyz 0 1
Cl -1.9678 -0.0684 -1.0129
Cl 0.2532 1.9866 -0.7470
F -1.1539 0.8729 1.0754
F 1.7034 -0.5834 -0.8249
C 0.5560 -0.6169 0.1102
C -0.4251 0.4965 -0.1349
H 0.9721 -0.4000 1.3740
H 0.0622 -1.6872 0.1600
*
```

Population analysis type Mulliken, resulting atomic charges in e: number 1, Cl, carries -0.161; number 2, Cl, carries -0.085; number 3, F, carries -0.231; number 4, F, carries -0.263; number 5, C, carries -0.335; number 6, C, carries 0.537; number 7, H, carries 0.247; number 8, H, carries 0.292